[1]
{
  "formula": "H13O6S",
  "method": "ωB97M-V with the def2-TZVPD basis set",
  "lumo_ev": 3.274,
  "e_tot_ev": -23332.2481,
  "e_above_lowest_kcal_mol": 50.8,
  "fmax_ev_per_a": 3.8,
  "gap_ev": 7.31,
  "total_charge": -1,
  "homo_ev": -4.035,
  "symbols": ["S", "H", "H", "H", "O", "H", "H", "O", "H", "H", "O", "H", "H", "O", "H", "H", "O", "H", "H", "O"],
  "xyz": [[-2.1895, -2.6758, -3.2673], [-0.5122, -1.8174, -2.8966], [-1.7168, -1.1774, -1.6929], [-2.8478, -0.7726, -0.7790], [-1.8960, -0.6579, -0.8690], [1.7653, 0.1272, 1.5099], [0.9339, -1.1118, 1.2335], [1.0760, -0.4224, 1.9225], [-1.5693, 0.4360, 0.8060], [-0.3887, 0.4520, 1.7951], [-1.1538, 1.0011, 1.4758], [2.7793, 1.3713, -0.4304], [1.8127, 2.1632, 0.4371], [2.6035, 1.5622, 0.4961], [0.0796, -2.0314, -0.9013], [0.6941, -3.0264, 0.1161], [0.6494, -2.0972, -0.1226], [-0.1093, 3.4120, -0.1999], [-0.3419, 2.2962, 0.8364], [0.3314, 2.9693, 0.5305]]
}


[2]
{
  "formula": "C49H49CsN12O6Te2",
  "method": "ωB97M-V with the def2-TZVPD basis set",
  "lumo_ev": 2.599,
  "e_tot_ev": -96900.9145,
  "e_above_lowest_kcal_mol": 147.9,
  "fmax_ev_per_a": 5.8,
  "gap_ev": 3.14,
  "total_charge": -2,
  "homo_ev": -0.546,
  "symbols": ["Cs", "O", "C", "C", "C", "C", "C", "C", "C", "O", "N", "N", "C", "C", "C", "C", "C", "C", "N", "H", "H", "H", "H", "H", "H", "H", "H", "H", "H", "N", "C", "C", "C", "C", "C", "C", "C", "C", "N", "C", "H", "H", "H", "H", "H", "H", "H", "H", "C", "Te", "C", "H", "H", "H", "H", "H", "H", "N", "C", "N", "C", "C", "C", "C", "C", "C", "H", "H", "H", "H", "H", "H", "C", "C", "C", "C", "N", "C", "N", "N", "N", "H", "H", "H", "H", "H", "H", "H", "H", "H", "H", "Te", "C", "C", "C", "C", "C", "C", "H", "H", "H", "H", "H", "O", "C", "O", "C", "C", "C", "C", "C", "C", "N", "O", "O", "H", "H", "H", "H"],
  "xyz": [[7.1596, -9.8657, 21.1982], [10.6348, -5.4276, 21.1559], [11.5699, -4.9231, 20.3299], [11.6303, -3.5490, 19.9953], [12.8013, -3.0886, 19.4649], [13.9475, -3.8341, 19.1805], [13.8063, -5.2068, 19.3339], [12.5949, -5.7578, 19.8319], [12.3273, -7.1912, 19.8557], [11.3982, -7.7301, 20.5610], [13.1725, -7.8869, 19.0413], [12.8456, -9.1332, 18.9173], [12.3159, -9.9699, 19.7471], [12.9151, -11.1610, 20.2159], [14.2905, -11.4349, 20.1110], [14.7339, -12.7230, 20.2560], [13.8152, -13.7130, 20.6398], [12.4884, -13.3339, 20.8876], [12.0716, -12.1101, 20.6394], [10.7948, -6.4569, 21.1253], [10.7817, -2.8392, 20.2249], [12.8572, -2.0098, 19.3497], [14.8727, -3.2860, 18.8975], [14.6144, -5.8781, 19.0374], [11.2348, -9.8752, 19.9206], [15.0215, -10.6050, 19.9457], [15.7639, -12.9986, 19.9286], [14.0986, -14.7151, 20.8456], [11.7675, -13.9646, 21.2828], [4.1558, -9.7892, 19.9565], [3.7784, -10.9240, 19.2456], [3.8225, -11.0874, 17.8604], [3.2629, -12.2286, 17.2535], [2.6570, -13.2192, 17.9641], [2.7366, -13.2049, 19.3984], [2.4079, -14.2852, 20.1807], [2.5061, -14.1413, 21.5342], [3.1930, -13.0320, 22.0453], [3.6218, -11.9653, 21.3278], [3.4577, -12.0810, 20.0114], [4.0063, -8.8442, 19.4944], [4.0349, -9.8368, 20.9754], [4.4509, -10.3994, 17.3111], [3.3683, -12.3816, 16.1616], [1.9968, -13.9318, 17.5305], [1.9303, -15.2075, 19.7287], [2.1728, -14.9810, 22.1871], [3.1812, -12.9043, 23.1326], [6.4047, -15.2925, 24.7390], [7.1406, -13.3965, 24.3940], [7.9574, -13.0680, 26.3622], [6.7190, -15.5511, 25.7538], [6.8529, -16.0384, 24.0163], [5.3105, -15.3753, 24.7620], [7.3194, -13.5037, 27.1897], [7.9418, -11.9672, 26.5384], [8.9353, -13.4925, 26.3887], [4.3405, -6.0417, 23.3806], [5.0340, -7.2027, 23.2105], [4.3259, -8.1623, 22.7485], [3.0219, -7.6855, 22.6746], [1.8648, -8.4112, 22.4480], [0.6806, -7.6938, 22.6489], [0.6263, -6.4363, 23.2064], [1.8041, -5.6912, 23.4388], [2.9704, -6.3561, 23.1755], [4.6416, -5.2908, 24.0042], [6.1157, -7.2799, 23.2882], [1.8058, -9.4429, 22.0729], [-0.3234, -8.2122, 22.5659], [-0.3174, -5.9976, 23.2910], [1.9036, -4.6905, 23.9029], [10.0580, -10.2317, 27.9231], [10.1558, -8.6924, 27.8119], [8.7196, -8.1842, 27.9387], [10.9314, -8.1916, 26.6068], [10.1457, -8.1792, 25.3723], [9.3744, -7.2585, 24.8065], [8.6739, -7.8140, 23.8019], [8.9805, -9.0985, 23.7698], [9.8282, -9.3723, 24.7517], [9.5236, -10.4621, 28.8307], [11.0318, -10.7059, 28.0404], [9.5947, -10.7533, 27.1093], [10.7018, -8.2078, 28.6653], [8.0638, -8.5325, 27.0896], [8.6733, -7.0828, 27.9610], [8.2244, -8.6370, 28.8162], [11.7206, -8.9103, 26.4388], [11.3701, -7.1288, 26.6432], [9.4079, -6.2400, 24.9716], [9.5494, -5.8657, 17.4045], [8.0979, -4.4678, 16.7128], [6.7015, -4.7822, 16.6821], [5.8782, -3.7157, 16.3773], [6.3528, -2.4097, 16.3956], [7.7139, -2.1838, 16.2945], [8.6031, -3.2351, 16.2909], [6.3427, -5.8148, 16.9076], [4.8247, -3.8598, 15.9885], [5.6638, -1.5483, 16.3902], [8.0940, -1.1849, 16.3362], [9.6507, -3.1505, 16.1837], [7.7001, -12.7111, 21.9843], [7.6921, -13.0412, 20.7377], [7.6608, -12.2046, 19.7971], [7.6610, -14.4895, 20.3319], [7.4304, -14.8840, 18.9837], [7.6153, -16.1911, 18.5107], [7.9736, -17.1673, 19.4233], [8.1200, -16.7821, 20.7893], [7.9657, -15.4539, 21.2730], [8.3556, -17.7746, 21.7999], [8.2488, -17.4930, 23.0169], [8.7307, -18.9002, 21.3365], [7.0714, -14.1773, 18.2859], [7.6053, -16.4486, 17.4529], [8.2916, -18.2186, 19.1864], [8.0900, -15.2387, 22.3242]]
}


[3]
{
  "formula": "C5H6O2",
  "method": "ωB97M-V with the def2-TZVPD basis set",
  "lumo_ev": 0.703,
  "e_tot_ev": -9374.5496,
  "e_above_lowest_kcal_mol": 58.7,
  "fmax_ev_per_a": 1.1,
  "gap_ev": 10.65,
  "homo_ev": -9.942,
  "symbols": ["O", "C", "C", "C", "C", "C", "O", "H", "H", "H", "H", "H", "H"],
  "xyz": [[2.8469, -1.0518, 1.2851], [1.9737, -0.4226, 0.7449], [1.0909, 0.5951, 1.4696], [-0.1322, 0.7091, 0.6744], [-0.9665, 0.5588, -0.1914], [-1.8166, 0.1586, -1.3314], [-1.2882, -0.9988, -1.9551], [1.7252, -0.5516, -0.3278], [0.9328, 0.2424, 2.4933], [1.6519, 1.5353, 1.5473], [-2.8571, -0.0148, -1.0203], [-1.8309, 0.9419, -2.0967], [-1.3299, -1.7019, -1.2921]]
}


[4]
{
  "formula": "C7H38O14",
  "method": "ωB97M-V with the def2-TZVPD basis set",
  "lumo_ev": 0.155,
  "e_tot_ev": -36541.2027,
  "e_above_lowest_kcal_mol": 30.8,
  "fmax_ev_per_a": 4.4,
  "gap_ev": 8.96,
  "homo_ev": -8.806,
  "symbols": ["O", "C", "C", "C", "C", "C", "C", "C", "H", "H", "H", "H", "H", "H", "H", "H", "H", "H", "H", "H", "H", "H", "O", "H", "H", "O", "H", "H", "O", "H", "H", "O", "H", "H", "O", "H", "H", "O", "H", "H", "O", "H", "H", "O", "H", "H", "O", "H", "H", "O", "H", "H", "O", "H", "H", "O", "H", "H", "O"],
  "xyz": [[-2.0590, 1.2354, 0.7909], [-1.6742, 2.1473, 0.0821], [-1.7952, 2.0575, -1.3933], [-0.5189, 1.3971, -1.9649], [-0.2709, -0.0359, -1.4049], [2.1907, -1.1281, 1.3304], [1.3575, -1.0883, 0.1157], [0.5558, -0.0659, -0.1842], [-1.1972, 3.0917, 0.5879], [-2.7470, 1.4880, -1.7199], [-1.8986, 3.0880, -1.8175], [0.4277, 2.0585, -1.7199], [-0.6142, 1.3271, -3.0732], [0.1468, -0.6188, -2.2363], [-1.2576, -0.4593, -1.2238], [2.7181, -2.0368, 1.4787], [2.9903, -0.2919, 1.3101], [1.6140, -0.9016, 2.2560], [1.4492, -2.0145, -0.5756], [0.5238, 0.8306, 0.3878], [-2.0271, -1.7182, 1.5904], [-2.4337, -0.4280, 0.8910], [-2.6952, -1.3764, 0.9348], [-3.4580, 0.0173, -0.5773], [-4.6510, -0.9602, -0.7274], [-4.0221, -0.4336, -1.2612], [0.7519, 4.4538, 3.0650], [1.6933, 3.4525, 2.4330], [1.4720, 4.3522, 2.3402], [0.3081, -3.6857, -0.0425], [-0.0985, -4.7547, 0.9485], [0.3954, -3.9751, 0.8762], [-0.1823, -2.7014, 1.9447], [-0.7690, -2.6074, 3.2872], [-0.6205, -2.1037, 2.5090], [2.5270, 1.8337, 0.4399], [2.7186, 1.4557, -1.0976], [2.5179, 2.1808, -0.4806], [2.6027, -2.6858, -3.0373], [1.1866, -2.4044, -2.5022], [1.9292, -2.0314, -3.0205], [3.3672, 0.6223, -3.0958], [2.5744, -0.5483, -2.3984], [3.1538, 0.2073, -2.2043], [-2.5281, -2.2216, -0.4847], [-2.9881, -1.9383, -1.9617], [-2.4495, -2.6130, -1.4076], [2.4774, 1.4673, 3.3247], [1.0167, 1.2745, 2.5901], [1.9353, 1.7227, 2.5219], [-1.1233, 0.8487, 2.1983], [-0.4808, -0.3566, 2.7474], [-0.4276, 0.5576, 2.8407], [0.8238, 4.3073, 0.6779], [1.2406, 3.3272, -0.4125], [0.4961, 3.8985, -0.1277], [-0.8657, -2.9108, -1.5963], [-0.1231, -4.2022, -2.1964], [0.0262, -3.3963, -1.7052]]
}


[5]
{
  "formula": "C8H8O4",
  "method": "ωB97M-V with the def2-TZVPD basis set",
  "lumo_ev": 0.455,
  "e_tot_ev": -16613.9192,
  "e_above_lowest_kcal_mol": 45.5,
  "fmax_ev_per_a": 4.1,
  "gap_ev": 9.60,
  "homo_ev": -9.147,
  "symbols": ["C", "O", "C", "O", "C", "C", "C", "C", "O", "C", "C", "O", "H", "H", "H", "H", "H", "H", "H", "H"],
  "xyz": [[-1.6801, -3.1563, 0.7435], [-1.0878, -2.1059, -0.1070], [-1.0775, -0.9659, 0.6771], [-1.7262, -0.9915, 1.7428], [-0.2813, 0.1222, 0.1733], [-0.2040, 1.2855, 0.9235], [0.5745, 2.3527, 0.6089], [1.3970, 2.2513, -0.5397], [2.3024, 3.2651, -1.0267], [1.1687, 1.1733, -1.4415], [0.5166, 0.0383, -0.9438], [0.7175, -1.1991, -1.5532], [-0.9413, -3.6221, 1.6057], [-1.8498, -3.9522, 0.0537], [-2.6798, -2.9153, 1.1868], [-0.9174, 1.2936, 1.7851], [0.6698, 3.0960, 1.4993], [2.5309, 3.9601, -0.3696], [1.7536, 1.1131, -2.4076], [0.8144, -1.0430, -2.6107]]
}


[6]
{
  "formula": "C19H22N5O2RhS",
  "method": "ωB97M-V with the def2-TZVPD basis set",
  "lumo_ev": -6.711,
  "e_tot_ev": -45436.7535,
  "e_above_lowest_kcal_mol": 0.0,
  "fmax_ev_per_a": 0.1,
  "gap_ev": 6.69,
  "total_charge": 2,
  "homo_ev": -13.405,
  "symbols": ["Rh", "C", "C", "N", "N", "C", "N", "S", "C", "C", "C", "C", "C", "N", "H", "H", "H", "H", "H", "H", "H", "H", "H", "H", "C", "C", "O", "C", "C", "C", "C", "C", "C", "O", "H", "H", "H", "H", "H", "H", "H", "C", "C", "C", "N", "H", "H", "H", "H", "H"],
  "xyz": [[0.3704, 0.4516, -0.3795], [1.6356, -3.2453, 1.4060], [1.2661, -2.0901, 0.5395], [0.6868, -1.0188, 0.9451], [0.3573, -0.7689, 2.2485], [-0.1520, 0.4486, 2.5753], [-0.4216, 0.6566, 3.8554], [-0.4546, 1.6685, 1.4267], [1.5888, -2.0827, -0.9137], [2.2296, -3.1252, -1.5500], [2.5106, -3.0139, -2.9106], [2.1416, -1.8705, -3.5890], [1.5001, -0.8544, -2.8894], [1.2396, -0.9657, -1.5953], [1.0715, -3.2765, 2.3358], [2.7012, -3.2075, 1.6446], [1.4416, -4.1838, 0.8905], [0.6205, -1.4369, 2.9590], [-0.2990, -0.0437, 4.5698], [-0.7977, 1.5480, 4.1397], [2.5184, -4.0136, -1.0079], [3.0150, -3.8206, -3.4247], [2.3435, -1.7497, -4.6436], [1.1849, 0.0709, -3.3558], [4.0464, 2.4331, 0.3284], [2.6804, 2.1955, -0.2429], [2.1953, 1.0659, 0.0725], [2.0274, 3.1751, -1.0488], [2.6421, 4.4557, -1.1705], [2.1240, 5.4358, -1.9608], [0.9533, 5.1696, -2.6944], [0.3280, 3.9546, -2.6099], [0.8298, 2.9297, -1.7840], [0.1489, 1.8050, -1.7890], [4.4233, 1.5034, 0.7447], [3.9809, 3.1726, 1.1295], [4.7402, 2.8098, -0.4196], [3.5415, 4.6623, -0.6091], [2.6045, 6.4008, -2.0269], [0.5348, 5.9377, -3.3319], [-0.5754, 3.7466, -3.1665], [-4.1795, -0.0752, -3.0300], [-3.8874, -0.7599, -1.6893], [-2.5470, -0.4452, -1.2056], [-1.4922, -0.1832, -0.8526], [-5.1931, -0.3228, -3.3359], [-3.4937, -0.4173, -3.8026], [-4.1007, 1.0064, -2.9418], [-3.9581, -1.8461, -1.7687], [-4.5913, -0.4429, -0.9177]]
}